The following is a quantum chemistry calculation of an isolated molecule of C6H10ClN, from OMol25.

Cartesian coordinates (Å):
C 0.36 -0.39 1.07
C -0.91 -0.36 0.60
C 1.26 0.22 -0.06
C 0.22 0.68 -1.10
C 0.90 -0.94 2.36
C -2.17 -0.11 -1.53
N -1.12 0.25 -0.58
Cl -2.23 -1.06 1.41
H 1.86 1.07 0.27
H 1.81 -0.52 -0.67
H 0.32 1.76 -1.09
H 0.19 0.06 -1.99
H 1.74 -0.38 2.72
H 1.30 -1.96 2.24
H 0.07 -0.97 3.14
H -2.25 0.71 -2.27
H -1.88 -1.02 -2.12
H -2.95 -0.42 -0.99

Computed properties:
SMILES = CC1=C(Cl)N(C)CC1
LUMO = 0.9 eV
Total energy = -749.5077 Eh
Gap between HOMO and LUMO = 0.29704 hartree
Energy above the lowest of the compared OMol25 structures with the same formula, charge and spin = 30.62 kcal per mole
F_max = 5.11 eV/A

Atomic partial charges in e from the natural (NBO) method, atoms 1 to 2:
1 C -0.122
2 C 0.159